[1]
Here is a cluster of 13 separate species, C50H83Cl24N5OS2 in total from the OMol25 dataset. Energies are from the ωB97M-V functional and the def2-TZVPD basis.

* HOMO: -6.84 eV
* orbital gap: 0.255 Eh

The geometry in ORCA input format:
```
! RIJCOSX wB97M-V def2-TZVPD def2/J DEFGRID3
* xyz 0 1
C -0.69814 3.77001 0.87303
C -1.63771 4.18698 -0.35968
N -0.97908 3.97712 -1.71139
C -0.44865 2.61171 -1.84169
C -1.37125 1.44176 -1.39585
C -0.80268 0.00776 -1.50259
C 0.63427 -0.32168 -2.04767
C 1.03578 -1.86348 -2.09992
C 1.48811 -2.39391 -3.54510
C 2.44451 -3.68393 -3.28015
C 1.68827 -4.87516 -2.49762
C 2.36835 -5.21319 -1.07189
C 1.38010 -5.04341 0.18542
C 2.09438 -4.32209 1.45830
S 1.32593 -4.87864 3.08336
C 0.49403 -3.45730 3.88829
N 0.98553 -2.15784 4.27832
N -0.03068 -1.44400 4.84064
C -1.25762 -2.19222 4.89510
O -0.85902 -3.42632 4.30690
C 1.56434 0.85366 -2.52444
C 0.95214 2.27832 -2.40044
S 2.01254 3.69009 -2.95030
C 3.73843 3.04622 -2.65512
C 4.83818 4.08829 -2.33349
C 6.28096 3.58197 -2.10292
C 6.53644 2.05332 -2.23211
C 5.40792 1.00482 -2.55822
C 5.85626 -0.51943 -2.66900
C 6.82018 -0.62414 -3.98379
C 6.82724 -2.08226 -4.65187
N 6.77517 -1.95009 -6.16386
C 3.93374 1.51494 -2.76319
N 2.89126 0.52207 -3.07394
H -0.78070 2.64175 1.02290
H 0.40950 4.04174 0.72231
H -1.10276 4.27971 1.81700
H -1.79445 5.33130 -0.29047
H -2.67910 3.72305 -0.34613
H -0.22705 4.68485 -1.72412
H -2.42780 1.62471 -1.00675
H -1.50913 -0.84381 -1.18185
H 0.10441 -2.48134 -1.80026
H 1.80167 -2.04420 -1.26531
H 2.11215 -1.64809 -4.14126
H 0.61183 -2.76838 -4.18713
H 2.85848 -4.06250 -4.28953
H 3.37054 -3.40263 -2.65913
H 0.55873 -4.69917 -2.43357
H 1.82225 -5.81820 -3.14693
H 3.30733 -4.57173 -0.85825
H 2.74580 -6.30349 -1.06755
H 1.09794 -6.11085 0.53187
H 0.41134 -4.50813 -0.09363
H 1.98891 -3.18829 1.38112
H 3.20278 -4.59989 1.53478
H -2.28459 -1.90311 5.29291
H 4.53882 5.19636 -2.25560
H 7.11384 4.32245 -1.85616
H 7.62223 1.71449 -2.05197
H 5.00475 -1.27191 -2.75469
H 6.54427 -0.79929 -1.78315
H 6.36678 0.11389 -4.74807
H 7.87848 -0.21990 -3.77023
H 7.86061 -2.54854 -4.43094
H 5.99563 -2.77848 -4.25611
H 6.11783 -1.18996 -6.42565
H 6.33636 -2.80157 -6.57059
H 3.14825 -0.42275 -2.76203
Cl -4.84811 -7.83912 3.68389
C -4.17333 -6.19463 3.56039
C -3.40237 -5.79754 4.80241
Cl -4.46790 -5.57562 6.21405
H -4.99599 -5.50568 3.36079
H -3.50856 -6.19044 2.69466
H -2.89682 -4.84473 4.63456
H -2.64725 -6.54134 5.06208
Cl 1.67791 -2.67177 -6.65208
C 0.94171 -3.94431 -7.65774
C -0.48779 -4.23827 -7.24943
Cl -0.58234 -5.02640 -5.65438
H 1.56967 -4.83455 -7.59131
H 0.96650 -3.58665 -8.68887
H -0.94483 -4.92185 -7.96778
H -1.09055 -3.32903 -7.21439
Cl -9.69646 -7.48686 3.59742
C -8.37566 -7.50502 4.79416
C -8.80628 -8.11393 6.11300
Cl -9.97581 -7.08629 6.97878
H -8.02048 -6.48093 4.92135
H -7.56564 -8.09440 4.36064
H -7.93991 -8.22798 6.76760
H -9.25834 -9.09730 5.97266
Cl -3.32974 -2.28165 -4.35675
C -4.90811 -2.03388 -3.56807
C -4.89557 -0.84730 -2.62530
Cl -3.88665 -1.14330 -1.18781
H -5.17604 -2.95607 -3.04942
H -5.63655 -1.86663 -4.36368
H -5.90747 -0.64847 -2.26647
H -4.52658 0.05404 -3.11821
Cl -2.76423 6.53676 3.30037
C -2.89326 5.60979 4.81636
C -1.54836 5.42357 5.48912
Cl -0.48020 4.33708 4.56665
H -3.36445 4.65201 4.58827
H -3.56164 6.17019 5.47328
H -1.68616 4.97123 6.47336
H -1.03046 6.37490 5.62230
Cl 10.37604 -2.39603 -5.97207
C 11.72550 -2.42606 -4.80996
C 11.32430 -3.03825 -3.48271
Cl 10.18225 -2.00767 -2.58384
H 12.08951 -1.40445 -4.68743
H 12.52146 -3.01848 -5.26532
H 12.20568 -3.15998 -2.84975
H 10.86332 -4.01847 -3.61582
Cl 10.59679 4.29857 -2.84825
C 10.44039 6.01376 -3.30346
C 9.75087 6.82924 -2.22838
Cl 8.02864 6.40557 -2.06585
H 9.90373 6.06480 -4.25239
H 11.45182 6.39206 -3.46335
H 9.79314 7.89006 -2.48359
H 10.22615 6.69488 -1.25524
Cl -4.25096 -1.97141 6.31213
C -4.40783 -0.25968 5.83626
C -5.12445 0.56234 6.88844
Cl -6.84716 0.13105 7.01966
H -4.92423 -0.22149 4.87559
H -3.39485 0.12333 5.69356
H -5.08235 1.62053 6.62285
H -4.66861 0.44034 7.87249
Cl 5.26506 4.90126 0.61454
C 4.49532 3.95019 1.90562
C 4.28382 2.51459 1.48938
Cl 3.05921 2.37001 0.21408
H 3.55616 4.43864 2.17169
H 5.15668 3.99016 2.77337
H 3.93199 1.92858 2.34129
H 5.20677 2.06052 1.12337
Cl -9.69619 -6.37694 -2.32918
C -9.32368 -7.46898 -0.97127
C -8.56174 -6.76729 0.13467
Cl -6.90549 -6.33316 -0.35962
H -8.76641 -8.32078 -1.36487
H -10.27848 -7.83417 -0.58842
H -8.47064 -7.42810 0.99850
H -9.06885 -5.85613 0.45633
Cl -5.84746 8.61027 4.64606
C -5.94074 9.58396 6.13471
C -4.68914 9.45650 6.97972
Cl -4.52295 7.83333 7.69623
H -6.83108 9.27591 6.68551
H -6.07476 10.62223 5.82522
H -4.72878 10.16557 7.80895
H -3.78927 9.66357 6.39801
Cl -9.06623 10.51978 -0.55458
C -7.48194 10.07561 0.12881
C -7.49087 10.08087 1.64424
Cl -7.65033 11.72534 2.31061
H -6.73567 10.76445 -0.27070
H -7.25018 9.07329 -0.23621
H -6.54945 9.67724 2.02160
H -8.30488 9.47343 2.04335
*
```

Mulliken population analysis, charges in e, atoms 1 to 5: C 0.064; C -0.859; N -0.353; C 0.311; C -0.526


[2]
Here is a cluster of 2 separate species, C2H3BrOS in total from the OMol25 dataset. Energies are from the ωB97M-V functional and the def2-TZVPD basis.

* HOMO: -9.29 eV
* orbital gap: 0.313 Eh
* energy above the lowest of the compared OMol25 structures with the same formula, charge and spin: 1.322 eV
* SMILES string: C=C=O.SBr

The geometry in ORCA input format:
```
! RIJCOSX wB97M-V def2-TZVPD def2/J DEFGRID3
* xyz 0 1
C -1.48991 1.31170 0.08080
C -1.14600 0.24680 0.71056
O -1.15883 -0.68329 1.36605
H -1.80632 2.04354 0.70390
H -1.33972 1.48639 -0.93188
S 1.62136 -1.07751 -0.88871
Br 2.70430 -2.16428 0.73917
H 2.61512 -1.16335 -1.77989
*
```

natural (NBO) population analysis, charges in e, atoms 1 to 5: C -0.780; C 0.720; O -0.446; H 0.253; H 0.251


[3]
Here is the molecule C3H8OSi from the OMol25 dataset. Energies are from the ωB97M-V functional and the def2-TZVPD basis.

* HOMO: -9.25 eV
* orbital gap: 0.363 Eh
* energy above the lowest of the compared OMol25 structures with the same formula, charge and spin: 1.289 eV
* SMILES string: C=C[Si@@H](C)O

The geometry in ORCA input format:
```
! RIJCOSX wB97M-V def2-TZVPD def2/J DEFGRID3
* xyz 0 1
C -1.67027 -1.08986 0.72871
C -0.20523 -1.19523 0.81293
Si 0.76780 -0.08103 -0.37088
C -0.14873 1.58503 -0.46836
O 2.19418 0.54186 0.00914
H -2.34112 -1.77955 1.29022
H -2.01960 -0.67623 -0.27535
H 0.35637 -1.96780 1.34497
H 1.06558 -1.09981 -1.27215
H 0.56971 2.43801 -0.57057
H -0.74419 1.48902 -1.36529
H -0.93777 1.60914 0.35887
H 3.11329 0.22646 -0.22224
*
```

natural (NBO) population analysis, charges in e, atoms 1 to 5: C -0.415; C -0.628; Si 1.642; C -1.110; O -1.116


[4]
Here is the molecule C17H26N6O4 from the OMol25 dataset. Energies are from the ωB97M-V functional and the def2-TZVPD basis.

* HOMO: -8.05 eV
* orbital gap: 0.321 Eh
* energy above the lowest of the compared OMol25 structures with the same formula, charge and spin: 0.025 eV
* SMILES string: CCCCCn1c(N2CCOCC2)nc2c1c(=O)n(CC(N)=O)c(=O)n2C

The geometry in ORCA input format:
```
! RIJCOSX wB97M-V def2-TZVPD def2/J DEFGRID3
* xyz 0 1
C -1.11732 -1.45283 -3.80979
C -1.76554 -2.40640 -2.81270
C -1.56092 -1.97636 -1.35978
C -2.34335 -0.71503 -1.00268
C -2.10659 -0.28100 0.44636
N -0.71163 0.00006 0.68098
C 0.20209 -0.74324 1.35188
N -0.13709 -1.85663 2.08595
C 0.96618 -2.76866 2.35498
C 0.36952 -4.09704 2.82136
O -0.42761 -3.93124 3.97188
C -1.46880 -3.01525 3.73611
C -0.91779 -1.65566 3.30314
N 1.44705 -0.32153 1.17477
C 1.33619 0.75229 0.36541
C 0.01181 0.98837 0.03316
C -0.38933 2.09592 -0.77050
O -1.51471 2.39319 -1.12799
N 0.72331 2.85180 -1.16482
C 0.47903 4.09555 -1.87264
C 0.98345 5.25453 -1.00735
N 1.60493 6.23886 -1.69435
O 0.78286 5.30090 0.18294
C 2.05613 2.63959 -0.85028
O 2.92026 3.38977 -1.25957
N 2.34922 1.54126 -0.08113
C 3.72007 1.27249 0.29279
H -1.23198 -1.83161 -4.82280
H -0.05425 -1.35020 -3.60088
H -1.57314 -0.46749 -3.76406
H -2.83525 -2.47883 -3.02070
H -1.33435 -3.40144 -2.94613
H -0.49462 -1.80996 -1.18763
H -1.87733 -2.78770 -0.69844
H -3.41193 -0.89704 -1.12985
H -2.06534 0.10804 -1.65886
H -2.41326 -1.08010 1.12170
H -2.68339 0.62512 0.65147
H 1.53740 -2.90550 1.43775
H 1.63250 -2.36470 3.12895
H 1.15849 -4.79817 3.09609
H -0.23566 -4.52633 2.00836
H -2.01873 -2.92721 4.67438
H -2.13925 -3.40245 2.95294
H -1.72941 -0.95069 3.12734
H -0.27610 -1.25846 4.10458
H 0.97803 4.07642 -2.84383
H -0.60431 4.17510 -2.00014
H 2.04046 6.96976 -1.15397
H 1.96900 6.07012 -2.61528
H 4.24821 2.22043 0.38138
H 4.20889 0.66242 -0.46918
H 3.71388 0.73677 1.23868
*
```

natural (NBO) population analysis, charges in e, atoms 1 to 5: C -0.608; C -0.387; C -0.398; C -0.413; C -0.207